9
Properties=species:S:1:pos:R:3:forces:R:3 method="wB97M-V/def2-TZVPD" e_homo_ev="-8.12 / -9.33" total_charge=0 spin_multiplicity=3
S 0.281309 -0.710159 -0.074999 1.2 4.0 0.8
C -1.462486 -0.169857 0.069272 1.7 -1.8 3.6
S 0.168360 -2.880632 -0.245162 -0.5 -2.1 -0.4
H -2.007664 -1.081505 0.339338 -0.5 0.6 -0.3
C 2.051902 1.279026 -0.123924 0.9 0.4 0.0
C 0.753440 0.947720 -0.095965 -1.9 -2.1 -0.5
H -1.571024 0.258495 -0.859435 -1.3 1.1 -1.7
H -1.249943 0.508736 0.958969 -1.4 -0.7 -1.5
N 3.036104 1.848175 0.031908 1.9 0.6 0.0